{
  "formula": "C4H10N4",
  "method": "ωB97M-V/def2-TZVPD",
  "symbols": ["N", "N", "N", "N", "C", "C", "C", "C", "H", "H", "H", "H", "H", "H", "H", "H", "H", "H"],
  "coordinates": [[1.42100, -0.80324, 0.05774], [1.95689, 1.48242, 0.00433], [2.79821, -1.08093, 0.03037], [-1.16214, -1.45087, 0.13326], [-0.35180, 0.77566, 0.08024], [1.04791, 0.42822, 0.08384], [-2.80613, 0.32718, -0.03314], [-1.37377, -0.11073, 0.04209], [2.89787, -2.06586, -0.19206], [3.29172, -0.52176, -0.66433], [-3.36397, -0.07469, 0.81175], [-2.88496, 1.40977, -0.02378], [-0.57496, 1.83144, 0.08244], [-3.26612, -0.04712, -0.94820], [-1.86909, -2.07498, -0.21569], [2.83969, 1.29408, 0.45730], [1.57922, 2.38700, 0.23830], [-0.17957, -1.70559, 0.05553]],
  "forces_ev_per_a": [[-0.013, -0.255, 0.013], [0.116, -0.132, 0.022], [0.078, 0.285, 0.169], [-0.137, 0.010, -0.129], [-0.310, 0.251, 0.007], [0.507, -0.195, -0.172], [0.146, -0.009, 0.010], [-0.045, 0.017, 0.146], [0.024, 0.307, -0.011], [-0.110, -0.134, -0.108], [-0.054, -0.020, 0.043], [-0.011, 0.058, -0.017], [-0.150, 0.069, -0.023], [-0.049, -0.018, -0.055], [-0.012, 0.036, 0.048], [0.013, 0.032, 0.045], [0.029, -0.072, 0.028], [-0.021, -0.232, -0.016]],
  "mulliken_charge": [-0.23, -0.57, -0.89, -0.41, -0.42, 0.88, -1.36, 0.33, 0.26, 0.21, 0.34, 0.30, 0.13, 0.34, 0.22, 0.26, 0.23, 0.37],
  "smiles": "C/C(N)=C/C(N)=N/N",
  "largest_force_ev_per_a": 0.570,
  "orbital_gap_ev": 8.4473,
  "relative_energy_kj_mol": 76.2
}